No. 1
# C22H24AlB2Br3Cl2CsF5NNaO18P

A structure of composition C22H24AlB2Br3Cl2CsF5NNaO18P at a distorted geometry (ωB97M-V with the def2-TZVPD basis set, the Open Molecules 2025 dataset).

Geometry as XYZ:
```
81
Properties=species:S:1:pos:R:3:mulliken_charge:R:1
C -4.15 1.43 -2.68 -1.189
C -2.72 1.74 -3.28 0.033
P -1.45 1.19 -2.09 0.327
C -0.25 2.45 -1.63 -0.200
C 0.12 2.20 -0.12 -1.089
O -0.66 -0.16 -2.60 -0.131
C -1.35 -1.34 -2.41 0.583
O -1.70 -2.02 -3.31 -0.425
O -1.49 -1.65 -1.10 -0.264
C -2.50 -2.60 -0.89 -0.563
C -1.86 -3.99 -1.10 0.623
O -0.82 -4.27 -0.67 -0.355
Cl -2.83 -5.26 -2.16 -0.138
H -4.81 1.03 -3.45 0.394
H -4.04 0.66 -1.92 0.277
H -4.56 2.31 -2.19 0.393
H -2.62 2.80 -3.53 -0.139
H -2.59 1.06 -4.22 0.579
H -0.74 3.43 -1.68 0.122
H 0.65 2.46 -2.26 0.441
H 0.16 1.11 0.02 0.346
H -0.69 2.57 0.49 0.363
H 1.09 2.61 0.12 0.250
H -3.40 -2.46 -1.48 0.447
H -2.80 -2.54 0.16 0.389
C 1.53 -4.59 -0.89 -0.143
C 1.08 -5.83 -0.97 -0.215
C 1.95 -6.99 -0.68 0.478
O 1.55 -8.12 -0.75 -0.400
C 3.36 -6.70 -0.29 0.442
C 3.81 -5.45 -0.21 -1.166
C 2.93 -4.30 -0.51 0.087
O 3.32 -3.16 -0.43 -0.471
H 0.91 -3.73 -1.10 0.584
H 0.06 -6.06 -1.25 0.396
H 3.97 -7.56 -0.09 -0.149
H 4.84 -5.22 0.07 0.596
Cs 5.21 -7.02 -1.73 1.071
F -1.64 0.69 -5.19 -0.701
O 3.34 -1.18 2.35 -0.604
Cl 3.59 -0.07 1.47 1.664
O 4.72 -0.35 0.63 -0.535
O 3.83 1.13 2.22 -0.546
O 2.42 0.12 0.64 -0.488
C 1.38 5.46 1.24 -1.105
C 1.42 6.89 0.71 -0.483
C 0.35 7.18 -0.34 -0.167
C 0.48 6.29 -1.50 0.261
N 0.54 5.57 -2.39 -0.557
H 1.58 4.74 0.45 0.366
H 2.13 5.32 2.01 0.389
H 0.40 5.23 1.68 0.234
H 2.41 7.08 0.30 0.373
H 1.28 7.59 1.54 0.236
H 0.42 8.21 -0.68 0.373
H -0.65 7.03 0.08 0.128
Na -2.82 3.56 -4.88 0.974
C 2.73 -9.58 3.13 -0.108
Br 2.09 -9.27 4.92 -0.004
Br 4.46 -8.75 2.86 -0.036
Br 2.77 -11.44 2.68 0.054
H 2.04 -9.10 2.45 0.110
Al -4.09 -7.26 -2.00 0.608
B 1.32 -10.97 -2.58 0.599
F 1.28 -12.16 -3.32 -0.359
F 0.24 -10.13 -2.95 -0.419
F 1.24 -11.25 -1.20 -0.381
F 2.53 -10.28 -2.84 -0.412
B -2.37 7.88 3.94 1.009
O -1.00 7.73 3.39 -0.427
C -0.20 7.31 4.36 0.780
O 0.96 7.07 4.23 -0.536
C -1.04 7.14 5.64 0.293
O -0.64 6.77 6.70 -0.502
O -2.29 7.48 5.36 -0.460
O -2.86 9.26 3.79 -0.451
C -3.96 9.25 3.05 0.605
O -4.61 10.20 2.74 -0.528
C -4.26 7.79 2.66 0.594
O -5.17 7.41 1.99 -0.568
O -3.32 7.03 3.19 -0.458
```

Output
HOMO energy   -10.91 eV
Molecular weight   1231.506 g/mol
Net charge   +1

=====

No. 2
# C22H24As2IrN2

A structure of composition C22H24As2IrN2 (ωB97M-V with the def2-TZVPD basis set, the Open Molecules 2025 dataset).

Geometry as XYZ:
```
51
Properties=species:S:1:pos:R:3:nbo_charge:R:1
Ir -0.22 0.62 0.68 0.852
C 3.43 0.26 -0.94 -0.932
As 2.23 -0.19 0.49 0.964
C 2.69 -2.03 0.90 -0.904
C 2.91 0.74 2.10 -0.153
C 4.23 1.18 2.11 -0.271
C 4.77 1.65 3.30 0.017
C 3.94 1.79 4.48 0.046
C 2.60 1.38 4.46 -0.188
C 2.07 0.89 3.29 -0.251
As 0.17 0.39 3.20 0.966
C 0.18 -1.39 3.97 -0.908
C -0.73 1.45 4.53 -0.928
H 4.39 -0.23 -0.77 0.275
H 3.56 1.33 -1.07 0.267
H 2.99 -0.16 -1.85 0.289
H 3.69 -2.03 1.32 0.269
H 2.68 -2.58 -0.04 0.289
H 1.99 -2.49 1.59 0.255
H 4.87 1.08 1.24 0.269
H 5.83 1.89 3.36 0.284
H 4.35 2.25 5.37 0.280
H 2.00 1.49 5.35 0.257
H 0.45 -1.29 5.02 0.273
H 0.89 -2.04 3.47 0.255
H -0.82 -1.80 3.89 0.279
H -0.42 1.12 5.52 0.273
H -1.80 1.27 4.42 0.281
H -0.53 2.51 4.41 0.268
C -4.32 -0.58 -0.82 -0.220
C -3.00 -0.61 -0.40 0.154
N -2.24 0.49 -0.23 -0.548
C -2.78 1.68 -0.51 0.326
C -4.12 1.81 -0.93 -0.165
C -4.90 0.64 -1.07 0.014
C -4.62 3.09 -1.24 0.039
C -3.77 4.23 -1.21 0.051
C -2.42 4.13 -0.83 -0.150
C -1.54 5.23 -0.84 0.009
C -0.22 5.03 -0.49 -0.220
C 0.18 3.76 -0.10 0.138
N -0.65 2.70 -0.05 -0.508
C -1.91 2.87 -0.44 0.215
H -4.87 -1.51 -0.94 0.297
H -2.52 -1.56 -0.20 0.248
H -5.94 0.71 -1.38 0.281
H -5.66 3.20 -1.53 0.283
H -4.17 5.20 -1.48 0.282
H -1.90 6.21 -1.14 0.280
H 0.50 5.84 -0.52 0.291
H 1.21 3.58 0.19 0.229
```

Output
2S+1   6
HOMO energy (spin up / spin down)   -19.80 / -21.61 eV
Molecular weight   658.509 g/mol
Net charge   +4

=====

No. 3
# C22H24B3NO44S5

A cluster of 9 separate species, C22H24B3NO44S5 in total at a distorted geometry (ωB97M-V with the def2-TZVPD basis set, the Open Molecules 2025 dataset).

Geometry as XYZ:
```
99
Properties=species:S:1:pos:R:3:mulliken_charge:R:1
N -12.30 -13.29 -10.71 1.266
H -13.25 -13.37 -10.31 0.339
H -11.94 -13.09 -9.76 0.062
H -12.12 -12.45 -11.26 -0.306
H -11.97 -14.17 -11.08 0.230
O -10.19 -6.41 -6.28 -0.607
C -9.43 -7.32 -6.45 0.596
O -9.33 -8.08 -7.54 -0.379
B -8.50 -9.26 -7.17 1.215
O -7.81 -8.83 -5.95 -0.635
C -8.41 -7.84 -5.38 0.555
O -8.17 -7.33 -4.31 -0.645
O -9.28 -10.50 -6.95 -0.489
C -8.95 -11.40 -7.85 0.479
O -9.47 -12.44 -8.16 -0.594
C -7.71 -10.85 -8.56 0.705
O -7.55 -9.61 -8.23 -0.557
O -7.00 -11.55 -9.24 -0.659
O -8.65 -11.91 -12.42 -0.605
C -9.46 -11.04 -12.54 0.376
O -10.67 -10.99 -12.00 0.257
B -11.27 -9.65 -12.32 1.095
O -10.38 -9.07 -13.32 -0.720
C -9.26 -9.76 -13.43 0.273
O -8.33 -9.54 -14.13 -0.633
O -11.40 -8.88 -11.06 -0.469
C -12.64 -8.42 -10.96 0.392
O -13.08 -7.73 -10.11 -0.605
C -13.44 -8.94 -12.19 0.463
O -12.64 -9.83 -12.81 -0.366
O -14.54 -8.68 -12.55 -0.629
O -20.31 -9.82 -8.87 -0.610
C -19.40 -10.47 -8.46 0.636
O -18.13 -10.29 -8.83 -0.525
B -17.24 -11.02 -8.00 1.085
O -18.09 -11.71 -6.97 -0.430
C -19.35 -11.51 -7.32 0.570
O -20.32 -11.92 -6.74 -0.620
O -16.43 -11.87 -8.96 -0.405
C -15.16 -11.70 -8.75 0.628
O -14.24 -12.24 -9.33 -0.960
C -14.97 -10.55 -7.76 0.399
O -16.16 -10.24 -7.34 -0.568
O -13.92 -10.02 -7.52 -0.587
C -12.04 -15.14 -16.52 -0.417
C -12.55 -13.71 -16.93 -0.262
O -12.08 -12.83 -15.92 -0.330
S -11.06 -13.55 -14.83 0.834
O -11.45 -13.31 -13.49 0.020
O -9.74 -13.25 -15.26 -0.610
O -11.52 -15.03 -15.19 -0.349
H -11.18 -15.47 -17.09 0.262
H -12.76 -15.95 -16.44 0.280
H -13.64 -13.77 -16.97 0.260
H -12.09 -13.38 -17.86 0.288
C -17.61 -16.86 -11.28 -0.345
C -17.66 -17.08 -9.74 -0.371
O -16.30 -17.10 -9.26 -0.359
S -15.27 -17.06 -10.51 0.969
O -15.12 -18.36 -11.08 -0.624
O -14.14 -16.27 -10.29 -0.271
O -16.37 -16.18 -11.31 -0.125
H -18.34 -16.12 -11.60 0.266
H -17.63 -17.71 -11.97 0.256
H -18.11 -18.02 -9.41 0.255
H -18.20 -16.34 -9.16 0.286
C -7.62 -16.60 -8.09 -0.313
C -7.38 -17.49 -9.33 -0.386
O -8.62 -17.73 -9.97 -0.372
S -9.75 -16.72 -9.42 0.983
O -10.98 -17.41 -9.15 -0.609
O -9.88 -15.53 -10.21 -0.311
O -9.06 -16.49 -8.01 -0.189
H -7.27 -15.58 -8.26 0.297
H -7.25 -16.96 -7.14 0.307
H -6.86 -18.43 -9.14 0.267
H -6.66 -17.05 -10.02 0.284
C -11.48 -16.29 -5.46 -0.342
C -10.59 -15.06 -5.48 -0.386
O -10.99 -14.36 -6.64 -0.158
S -12.62 -14.48 -6.75 0.871
O -12.95 -14.44 -8.14 0.018
O -13.12 -13.45 -5.91 -0.666
O -12.73 -15.94 -6.10 -0.303
H -11.88 -16.59 -4.49 0.310
H -11.10 -17.18 -5.96 0.183
H -9.52 -15.24 -5.50 0.289
H -10.73 -14.47 -4.57 0.344
C -15.01 -11.29 -13.91 0.193
C -15.50 -11.45 -12.40 -0.140
O -16.11 -12.74 -12.31 -0.274
S -15.40 -13.74 -13.35 0.819
O -16.35 -14.69 -13.86 -0.669
O -14.16 -14.21 -12.76 -0.284
O -15.12 -12.61 -14.47 -0.355
H -13.97 -11.01 -13.96 0.110
H -15.70 -10.65 -14.45 0.231
H -16.30 -10.72 -12.26 0.585
H -14.72 -11.35 -11.65 -0.267
```

Output
HOMO energy   -5.11 eV
Energy relative to the best compared isomer or geometry (same formula, charge and spin)   45.14 kcal/mol
Molecular weight   1199.168 g/mol
Net charge   -2

=====

No. 4
# C22H24BCdN7

A structure of composition C22H24BCdN7 at a distorted geometry (ωB97M-V with the def2-TZVPD basis set, the Open Molecules 2025 dataset).

Geometry as XYZ:
```
55
Properties=species:S:1:pos:R:3:nbo_charge:R:1
C -2.01 -1.20 -2.30 -0.016
N -1.14 -0.35 -1.72 -0.524
N -1.46 0.92 -2.14 -0.329
C -2.52 0.85 -2.99 0.036
C -2.90 -0.48 -3.12 -0.327
B -0.63 2.21 -1.73 0.510
N -0.71 2.65 -0.21 -0.336
N -0.15 1.92 0.83 -0.516
C -0.35 2.61 1.96 0.005
C -1.03 3.81 1.68 -0.327
C -1.24 3.79 0.30 0.037
Cd 0.00 0.00 0.00 1.713
N 0.85 1.91 -2.04 -0.325
N 1.43 0.90 -1.36 -0.499
C 2.71 0.80 -1.77 -0.016
C 2.96 1.79 -2.75 -0.325
C 1.76 2.47 -2.89 0.025
H 3.36 0.04 -1.35 0.203
H 1.47 3.31 -3.53 0.250
H 3.90 1.97 -3.28 0.259
H -1.04 3.13 -2.39 0.004
H -1.71 4.52 -0.36 0.251
H -2.91 1.76 -3.45 0.253
H -1.33 4.59 2.38 0.264
H -3.71 -0.88 -3.74 0.263
H 0.00 2.20 2.91 0.230
H -1.95 -2.27 -2.09 0.219
H 0.92 -0.71 2.31 0.165
C 0.60 -1.12 3.28 -0.835
H 0.69 -0.35 4.06 0.251
H -0.45 -1.45 3.21 0.199
H 1.24 -1.98 3.55 0.231
C 3.67 -4.04 -0.41 -0.034
C 3.68 -2.68 -0.10 -0.190
C 2.49 -2.03 0.26 -0.159
C 1.29 -2.74 0.32 0.180
C 1.29 -4.11 -0.01 -0.147
C 2.48 -4.75 -0.37 -0.205
N 0.10 -2.02 0.66 -0.414
C -1.12 -2.59 1.16 0.187
C -2.31 -1.84 1.05 -0.153
C -3.51 -2.33 1.56 -0.189
C -3.55 -3.57 2.20 -0.035
C -2.38 -4.31 2.34 -0.204
C -1.17 -3.83 1.84 -0.159
H 4.59 -4.53 -0.69 0.259
H 4.61 -2.12 -0.13 0.260
H 2.51 -0.98 0.51 0.239
H 0.38 -4.69 -0.03 0.243
H 2.47 -5.80 -0.63 0.262
H -2.30 -0.87 0.57 0.234
H -4.42 -1.74 1.46 0.261
H -4.49 -3.94 2.60 0.259
H -2.41 -5.26 2.86 0.263
H -0.29 -4.42 2.01 0.246
```

Output
HOMO energy   -14.33 eV
Energy relative to the best compared isomer or geometry (same formula, charge and spin)   0.00 kcal/mol
Molecular weight   509.707 g/mol
Net charge   +2

=====

No. 5
# C22H24BiFN3O3

A structure of composition C22H24BiFN3O3 (ωB97M-V with the def2-TZVPD basis set, the Open Molecules 2025 dataset).

Geometry as XYZ:
```
54
Properties=species:S:1:pos:R:3:nbo_charge:R:1
Bi 2.09 -1.48 -4.07 2.032
C 0.72 -0.43 -6.80 -0.195
C -0.07 -0.86 -5.74 -0.203
C 0.03 -2.19 -5.28 -0.357
C 0.89 -3.10 -5.94 -0.197
C 1.68 -2.65 -7.00 -0.191
C 1.59 -1.33 -7.42 -0.141
H 0.65 0.58 -7.16 0.271
H -0.77 -0.18 -5.26 0.268
H -0.59 -2.54 -4.47 0.280
H 0.95 -4.13 -5.60 0.283
H 2.35 -3.34 -7.50 0.277
H 2.20 -0.99 -8.24 0.271
C 1.14 -2.35 3.63 -0.631
C 0.03 -2.67 2.65 -0.209
N 0.29 -2.08 1.30 -0.294
C 0.78 -2.87 0.36 0.204
C 1.09 -2.46 -0.93 -0.345
C 1.65 -3.55 -1.80 0.785
O 1.68 -4.68 -1.42 -0.486
O 2.06 -3.24 -3.05 -0.886
C 0.86 -1.12 -1.26 0.551
O 1.06 -0.60 -2.46 -0.848
C 0.34 -0.25 -0.25 -0.190
C 0.12 1.12 -0.52 -0.202
C -0.38 1.92 0.46 0.357
F -0.47 3.24 0.24 -0.304
C -0.74 1.44 1.75 0.260
C -0.49 0.10 2.01 -0.329
C 0.06 -0.73 1.03 0.289
N -1.31 2.28 2.69 -0.447
C -1.10 2.11 4.11 -0.241
C -0.65 3.42 4.74 -0.228
N -1.64 4.51 4.42 -0.495
C -1.88 4.65 2.93 -0.229
C -2.30 3.30 2.39 -0.241
H 0.90 -2.78 4.60 0.259
H 1.29 -1.28 3.75 0.209
H 2.09 -2.78 3.30 0.237
H -0.94 -2.32 2.97 0.222
H -0.06 -3.74 2.48 0.240
H 0.95 -3.90 0.64 0.271
H 0.39 1.56 -1.47 0.263
H -0.76 -0.30 2.98 0.241
H -0.33 1.36 4.31 0.249
H -2.02 1.76 4.60 0.214
H 0.31 3.75 4.33 0.236
H -0.58 3.36 5.82 0.255
H -1.31 5.40 4.80 0.455
H -2.53 4.31 4.88 0.437
H -0.93 4.98 2.50 0.239
H -2.64 5.41 2.80 0.255
H -2.49 3.37 1.32 0.266
H -3.25 3.01 2.85 0.212
```

Output
HOMO energy   -16.57 eV
Molecular weight   606.430 g/mol
Net charge   +3

=====

No. 6
# C22H24Br2N2PtSi

A structure of composition C22H24Br2N2PtSi at a distorted geometry (ωB97M-V with the def2-TZVPD basis set, the Open Molecules 2025 dataset).

Geometry as XYZ:
```
52
Properties=species:S:1:pos:R:3:nbo_charge:R:1
Pt 0.03 -0.57 0.50 0.657
Br 5.58 -0.44 -4.48 0.067
C 4.54 -0.51 -2.89 -0.066
C 3.16 -0.58 -2.98 -0.227
C 2.42 -0.62 -1.82 -0.200
C 3.02 -0.59 -0.56 0.180
C 4.42 -0.54 -0.50 -0.218
C 5.18 -0.50 -1.66 -0.238
N 2.18 -0.64 0.56 -0.462
C 2.63 -0.62 1.78 0.112
C 1.74 -0.85 2.86 0.097
C 2.16 -0.81 4.20 -0.193
C 1.25 -1.05 5.21 -0.180
C -0.07 -1.33 4.87 -0.224
C -0.43 -1.34 3.54 0.059
N 0.44 -1.11 2.56 -0.449
H 2.68 -0.60 -3.95 0.237
H 1.33 -0.68 -1.85 0.250
H 4.94 -0.54 0.45 0.208
H 6.25 -0.45 -1.61 0.232
H 3.68 -0.46 2.00 0.184
H 3.20 -0.59 4.41 0.223
H 1.56 -1.01 6.24 0.227
H -0.81 -1.53 5.63 0.232
H -1.45 -1.54 3.23 0.229
C -3.03 1.62 -1.64 -1.115
Si -1.16 1.73 -1.84 1.652
C -0.76 3.56 -2.17 -1.109
C -0.67 0.64 -3.31 -1.119
C -0.15 1.34 -0.29 -1.157
H -3.52 2.17 -2.44 0.231
H -3.36 2.05 -0.69 0.236
H -3.39 0.58 -1.67 0.240
H -1.24 3.93 -3.08 0.227
H 0.31 3.71 -2.26 0.226
H -1.11 4.17 -1.34 0.230
H -1.26 0.91 -4.18 0.236
H -0.86 -0.41 -3.09 0.233
H 0.39 0.75 -3.57 0.223
H -0.56 1.92 0.55 0.216
H 0.89 1.65 -0.44 0.207
Br -6.59 -1.50 0.50 0.025
C -4.71 -1.18 0.52 -0.100
C -4.18 -0.25 1.39 -0.236
C -2.82 -0.01 1.39 -0.281
C -1.96 -0.69 0.52 -0.195
C -2.53 -1.63 -0.34 -0.206
C -3.89 -1.88 -0.35 -0.263
H -4.84 0.30 2.05 0.222
H -2.42 0.74 2.06 0.209
H -1.90 -2.18 -1.04 0.205
H -4.32 -2.60 -1.04 0.224
```

Output
HOMO energy (spin up / spin down)   -7.11 / -7.11 eV
Energy relative to the best compared isomer or geometry (same formula, charge and spin)   3.76 kcal/mol
Molecular weight   699.420 g/mol

=====

No. 7
# C22H24Br2N4O4

An isolated molecule of C22H24Br2N4O4 at a distorted geometry (ωB97M-V with the def2-TZVPD basis set, the Open Molecules 2025 dataset).

Geometry as XYZ:
```
56
Properties=species:S:1:pos:R:3:nbo_charge:R:1
N -4.39 -4.78 -1.08 -0.821
C -3.98 -3.50 -1.25 0.679
O -3.28 -3.16 -2.17 -0.608
C -4.49 -2.55 -0.17 -0.502
C -3.94 -1.14 -0.38 -0.063
N -4.42 -0.23 0.65 -0.622
C -5.00 0.95 0.33 0.702
O -5.57 1.17 -0.71 -0.614
C -4.75 2.04 1.39 -0.514
C -3.34 2.44 1.05 -0.007
C -3.12 3.23 -0.07 -0.197
C -1.83 3.46 -0.53 -0.221
C -0.77 2.88 0.14 -0.101
Br 0.99 3.13 -0.53 0.044
C -0.96 2.11 1.28 -0.176
C -2.25 1.89 1.72 -0.226
C -2.43 -1.10 -0.36 -0.069
C -1.69 -0.54 -1.41 -0.143
C -0.33 -0.46 -1.35 -0.200
C 0.42 -0.94 -0.26 0.220
N 1.76 -0.73 -0.20 -0.429
C 2.50 -0.62 1.03 -0.210
C 3.48 0.55 0.95 -0.449
C 4.38 0.47 -0.26 -0.190
Br 5.66 -1.03 -0.07 -0.051
C 3.56 0.29 -1.52 -0.444
C 2.61 -0.90 -1.36 -0.214
C -0.33 -1.55 0.77 -0.060
N 0.25 -2.32 1.82 0.522
O 1.29 -2.92 1.59 -0.381
O -0.36 -2.39 2.88 -0.406
C -1.73 -1.58 0.73 -0.145
H -4.98 -5.06 -0.32 0.393
H -4.11 -5.47 -1.76 0.406
H -5.58 -2.52 -0.21 0.239
H -4.19 -2.94 0.81 0.217
H -4.31 -0.76 -1.34 0.251
H -3.94 -0.30 1.53 0.390
H -4.84 1.65 2.40 0.221
H -5.45 2.86 1.24 0.243
H -3.96 3.65 -0.60 0.230
H -1.66 4.06 -1.41 0.230
H -0.12 1.68 1.80 0.220
H -2.40 1.29 2.61 0.214
H -2.22 -0.15 -2.27 0.225
H 0.20 0.03 -2.17 0.214
H 3.05 -1.55 1.25 0.221
H 1.82 -0.43 1.86 0.206
H 2.93 1.49 0.88 0.224
H 4.08 0.58 1.87 0.227
H 5.02 1.36 -0.34 0.227
H 4.20 0.12 -2.39 0.226
H 2.98 1.20 -1.69 0.221
H 3.21 -1.81 -1.22 0.206
H 2.00 -1.03 -2.25 0.218
H -2.23 -2.05 1.56 0.225
```

Output
HOMO energy   -8.05 eV
Energy relative to the best compared isomer or geometry (same formula, charge and spin)   2.81 kcal/mol
Molecular weight   568.266 g/mol

=====

For each record above, in turn, the calculated electronic energy values are -12218.8493, -5536.4517, -6284.2683, -1428.0432, -1556.3014, -6519.0730, -6520.7306 Ha.